95
Properties=species:S:1:pos:R:3:forces:R:3:mulliken_spin:R:1 method="wB97M-V/def2-TZVPD" e_tot_ev=-135968.5479 lumo_energy_ev="-2.980 / -5.357" s_squared=3.792 total_charge=+1 multiplicity=4
W -0.125477 0.440319 0.087447 -1.1 0.0 -0.3 1.73
C -3.963526 2.525964 -0.770722 0.0 0.0 -0.2 0.00
O -3.705853 3.480115 0.243076 0.1 0.1 0.1 0.00
C -3.267109 3.012143 1.442518 -0.1 0.2 -0.1 -0.03
C -3.841718 3.570007 2.575463 0.2 -0.2 0.0 0.06
C -3.463002 3.159289 3.848378 -0.1 0.1 0.1 -0.01
C -2.523381 2.169487 4.000280 0.2 -0.2 -0.1 0.04
C -1.907394 1.593159 2.875393 -0.6 0.7 -0.2 -0.01
C -0.987647 0.535099 3.060345 0.4 -0.7 -0.9 0.17
N -0.360444 -0.066353 2.063641 -0.2 0.2 0.8 0.10
N 0.369815 -1.157772 2.447669 0.2 -1.0 0.5 -0.02
C 0.823833 -1.823161 1.424411 -0.2 1.1 0.3 0.05
O 0.608179 -1.353367 0.206088 0.8 -2.1 0.5 -0.05
C 1.618660 -3.025366 1.657080 0.2 -0.4 -0.2 0.01
C 2.097233 -3.302614 2.940914 -0.1 0.1 -0.2 0.00
C 2.882583 -4.418770 3.154436 0.1 -0.1 0.0 0.00
C 3.189464 -5.269246 2.099268 0.0 0.0 0.0 0.00
C 2.703693 -5.003216 0.827049 0.1 -0.1 0.0 0.00
C 1.925678 -3.882073 0.600984 -0.1 0.2 0.0 0.01
C -2.257333 2.052221 1.577664 0.6 -0.3 0.6 0.08
O -1.592649 1.559329 0.530841 -1.7 1.2 -0.1 0.04
H -3.080116 2.365225 -1.390370 0.0 0.0 0.0 0.00
H -4.766129 2.934968 -1.382941 0.0 0.0 0.0 0.00
H -4.281960 1.570881 -0.346444 0.0 0.0 0.0 0.00
H -4.595785 4.332116 2.435922 0.0 0.0 0.0 0.00
H -3.931084 3.605985 4.714327 0.0 0.0 0.0 0.00
H -2.226733 1.819176 4.980673 -0.1 0.0 0.0 0.00
H -0.830023 0.108179 4.043096 0.1 0.0 0.1 -0.02
H 1.854582 -2.625043 3.746218 0.0 0.0 0.0 0.00
H 3.264707 -4.627400 4.144506 0.0 0.0 0.0 0.00
H 3.809894 -6.138799 2.269820 0.0 0.0 0.0 0.00
H 2.938073 -5.673236 0.011022 0.0 0.0 0.0 0.00
H 1.546026 -3.658118 -0.387327 0.0 0.0 0.0 0.00
I 5.709878 1.405656 -5.361804 -0.2 -0.1 0.1 0.00
C 4.202400 1.019675 -3.956557 0.4 0.1 -0.4 0.05
C 4.551706 0.518596 -2.714404 0.0 0.0 0.1 -0.03
C 3.573042 0.373480 -1.753294 -1.2 0.0 0.6 0.05
I 4.000682 -0.469824 0.125867 0.1 0.0 -0.4 0.00
C 2.228253 0.747463 -2.026365 0.4 -0.1 -0.4 -0.01
O 1.258497 0.794208 -1.103386 2.8 0.6 -0.8 0.11
C 1.884095 1.112151 -3.345073 -0.2 -0.2 0.6 0.06
C 0.418320 1.262336 -3.703826 0.2 0.2 0.2 -0.01
N -0.390952 0.396880 -2.852625 -0.3 -0.2 -0.5 0.06
C -1.805752 0.418224 -3.085313 0.2 0.1 0.0 0.00
C -2.483945 -0.317062 -1.957488 1.2 0.2 0.4 0.03
C -3.797147 -0.693461 -2.127176 -0.5 -0.1 0.0 0.00
C -4.473633 -1.371247 -1.134341 0.4 0.1 -0.1 0.01
C -3.742825 -1.713572 -0.007232 -0.4 -0.3 0.3 0.01
C -2.428038 -1.345639 0.109361 0.7 0.2 -0.9 0.01
N -1.748407 -0.605457 -0.837873 -3.1 -1.5 -0.3 0.04
C 2.882896 1.261957 -4.288467 -0.1 0.1 -0.1 -0.03
H 5.576579 0.251228 -2.501769 0.0 0.0 0.1 0.00
H 0.286969 1.033667 -4.768464 0.0 0.1 0.0 0.00
H 0.091101 2.295651 -3.542124 0.0 0.0 0.0 0.01
H -0.066491 -0.560601 -2.960684 0.1 0.0 0.1 0.00
H -2.095559 -0.042564 -4.039962 -0.2 0.0 0.0 0.00
H -2.144530 1.458813 -3.121982 0.0 0.0 0.0 0.00
H -4.286653 -0.430979 -3.056083 0.0 0.0 0.0 0.00
H -5.509173 -1.655065 -1.250709 0.0 0.0 0.0 0.00
H -4.205362 -2.291180 0.780999 0.1 0.0 0.1 0.00
H -1.844507 -1.707662 0.944891 0.0 0.2 0.1 -0.01
H 2.619591 1.578510 -5.289634 0.0 0.0 0.0 0.00
C 1.312512 2.738277 3.095951 -0.4 -0.6 -0.1 0.08
Ge 1.180819 2.457775 1.114218 2.2 3.3 0.4 0.18
C 2.996357 2.959626 0.442658 -0.4 -0.6 0.1 -0.01
C 3.122359 3.482806 -0.844460 0.0 0.1 0.0 0.01
C 4.361281 3.859178 -1.342826 0.0 0.1 -0.1 -0.01
C 5.498441 3.710551 -0.563826 0.0 0.0 0.0 0.03
C 5.388627 3.189175 0.719465 0.1 0.0 0.1 -0.01
C 4.150423 2.811018 1.211320 -0.1 0.1 0.1 0.02
C 0.251170 4.004275 0.185661 -0.4 -0.8 -0.3 0.09
C -0.456627 3.756057 -0.969293 0.1 0.2 0.4 -0.01
C -1.116085 4.782215 -1.672228 0.0 0.1 -0.1 0.01
C -1.050667 6.067229 -1.222808 0.0 0.0 -0.1 0.00
C -0.246516 6.393528 -0.109286 0.1 -0.2 0.2 0.01
C -0.056966 7.737199 0.290732 0.0 0.1 0.0 0.00
C 0.820239 8.057692 1.285883 -0.1 0.1 -0.1 0.00
C 1.538739 7.041649 1.942638 0.0 -0.2 0.1 0.00
C 1.332779 5.729797 1.621697 0.0 0.1 0.0 0.00
C 0.434317 5.358316 0.591947 0.0 0.0 0.1 0.03
H 2.214171 3.306534 3.313574 0.1 0.0 -0.2 0.02
H 1.369362 1.784521 3.622184 0.0 0.0 0.0 -0.01
H 0.447897 3.287105 3.467234 0.0 0.0 -0.1 0.00
H 2.243805 3.615727 -1.465556 0.0 0.0 0.0 0.00
H 4.439253 4.270623 -2.341579 0.0 0.0 0.0 0.00
H 6.466182 3.997391 -0.954053 0.0 0.0 0.0 0.00
H 6.270827 3.063745 1.333992 0.0 0.0 0.0 0.00
H 4.082926 2.386203 2.206792 0.1 0.0 0.0 0.00
H -0.514517 2.751157 -1.366253 -0.1 -0.1 0.0 0.06
H -1.686020 4.550176 -2.564644 0.0 0.0 0.0 0.00
H -1.578401 6.859695 -1.739038 0.0 0.0 0.0 0.00
H -0.607803 8.512552 -0.227489 0.0 0.0 0.0 0.00
H 0.977710 9.091056 1.563827 0.0 0.0 0.0 0.00
H 2.264754 7.306212 2.699999 0.0 0.0 0.0 0.00
H 1.892712 4.954968 2.123715 0.1 0.1 0.0 0.01

---

96
Properties=species:S:1:pos:R:3:forces:R:3:mulliken_charge:R:1 method="wB97M-V/def2-TZVPD" e_tot_ev=-112506.8875 lumo_energy_ev=-0.901 total_charge=0 multiplicity=1
Mg -1.853709 -0.138894 0.486336 -0.8 0.5 -0.1 0.94
C -1.217444 -0.674042 -5.642672 0.1 -0.1 0.1 -0.77
S -2.599928 0.380410 -5.163804 0.0 0.0 0.0 -0.22
C -2.555437 0.060489 -3.402762 0.0 0.0 0.0 -0.40
S -2.943715 1.515260 -1.491062 0.1 -0.1 0.0 -0.43
N -2.634158 -1.380336 -3.054954 -0.1 0.0 0.0 -0.63
N -3.026857 -1.472817 -0.950854 0.2 0.0 0.0 0.55
C -3.406810 -2.524402 -0.054945 -0.1 -0.1 0.0 -1.16
C -3.270696 -2.311280 1.277603 0.2 -0.1 0.0 -0.11
C -3.057951 -3.520060 2.162504 -0.1 0.0 0.0 -0.53
C -2.642003 -3.172273 3.618793 0.0 0.0 0.0 -0.03
C -2.989718 -1.791532 4.062467 0.0 0.0 0.0 -1.03
C -3.156072 -0.846394 3.134213 0.0 0.0 0.0 -0.42
N -3.094718 -1.045929 1.758209 0.1 -0.1 0.1 -0.02
H -1.158907 -0.644352 -6.728967 0.0 0.0 0.0 0.44
H -0.274483 -0.312067 -5.231442 -0.3 -0.1 0.0 0.04
H -1.413346 -1.695769 -5.319634 0.0 0.0 0.0 0.35
H -3.499403 -3.524240 -0.470260 0.0 0.0 0.0 0.49
H -3.869243 -4.238706 2.049007 0.0 0.0 0.0 0.59
H -2.999464 -3.929632 4.316357 0.0 0.0 0.0 0.53
H -3.079633 -1.552478 5.113604 0.0 0.0 0.0 0.38
H -3.350478 0.183421 3.419109 0.0 0.0 0.0 0.59
O 1.969492 -1.852208 -0.888513 0.1 0.0 0.0 -0.25
S 0.595728 -2.368974 -0.974725 0.0 0.0 -0.1 -0.34
C -0.599932 -1.094876 -1.540731 0.1 -0.2 0.0 -0.94
C -1.882568 -1.810680 -1.863008 0.0 0.0 0.0 -0.22
C -3.804019 -1.123667 -2.157533 0.0 0.0 0.0 -0.68
C -3.824759 0.366417 -2.575798 0.0 0.0 0.0 0.12
C -1.549128 0.918598 -2.575607 0.0 0.0 0.0 -0.80
C -0.413121 0.197359 -1.889799 0.1 -0.1 0.1 0.96
P 1.293676 0.956367 -1.824917 0.0 0.0 0.1 0.70
C 1.516229 0.761481 -3.645134 0.1 0.0 -0.1 0.56
C 1.109454 1.692395 -4.599666 0.1 0.0 0.0 -0.68
C 1.335884 1.456868 -5.948998 0.1 0.1 0.0 -0.67
C 1.966955 0.290349 -6.357238 0.1 0.0 0.0 -0.61
C 2.374862 -0.643074 -5.413550 0.0 0.0 0.0 -0.56
C 2.155720 -0.407420 -4.064149 0.0 0.0 0.0 -0.44
C 1.041189 2.760248 -1.696233 0.1 0.0 0.0 0.30
C 2.214500 3.483354 -1.945386 0.0 0.0 0.0 -0.75
C 2.241191 4.860340 -1.820349 0.0 0.0 0.0 -0.76
C 1.101488 5.543404 -1.411412 0.0 0.0 0.0 -0.60
C -0.055067 4.838201 -1.129778 0.0 0.0 0.0 -1.03
C -0.084615 3.456248 -1.279243 0.0 0.0 0.0 0.50
C -0.089925 -2.657309 0.667336 -0.1 -0.1 0.0 -0.22
C -0.871485 -3.744710 0.713101 0.1 0.1 0.0 -0.35
C -1.617662 -4.132075 1.943591 0.0 0.0 0.0 -0.55
C -1.145918 -3.461738 3.248303 0.0 -0.1 0.0 -0.82
C -0.285191 -2.251011 3.051914 0.0 0.0 0.0 -0.38
C 0.209117 -1.831688 1.877241 0.0 -0.1 0.1 -0.15
P 1.263920 -0.328286 1.655792 -0.2 -0.1 0.1 1.68
C 2.931304 -1.070772 1.787865 0.1 0.1 -0.1 0.29
C 3.924077 -0.605946 0.931679 0.0 0.0 0.0 0.05
C 5.222719 -1.082828 1.042782 0.0 0.0 0.0 -0.72
C 5.531330 -2.035703 2.002682 0.0 0.0 0.0 -0.64
C 4.541377 -2.510330 2.853383 0.0 0.0 0.0 -0.66
C 3.246369 -2.026500 2.747255 0.0 0.0 0.0 -0.35
C 1.169239 0.545255 3.266108 0.1 0.0 0.0 0.52
C -0.026454 0.791824 3.937195 0.0 0.0 0.0 0.15
C -0.058080 1.605150 5.059463 0.0 0.0 0.0 -0.80
C 1.104419 2.197269 5.527966 0.0 0.0 0.0 -0.78
C 2.299944 1.970533 4.864057 0.0 0.0 0.0 -0.62
C 2.333259 1.153544 3.743765 0.0 0.0 0.0 -1.19
H -1.712663 -2.889673 -1.897856 0.0 0.0 0.0 0.71
H -4.712297 -1.710250 -2.291291 0.0 0.0 0.0 0.58
H -4.727673 0.754973 -3.036040 0.0 0.0 0.0 0.49
H -1.163595 1.751541 -3.158535 0.0 0.0 0.0 1.62
H 0.621834 2.608187 -4.289442 0.0 0.0 0.0 0.31
H 1.016771 2.187331 -6.681749 0.0 0.0 0.0 0.42
H 2.147104 0.111830 -7.409851 0.0 0.0 0.0 0.38
H 2.875243 -1.550553 -5.727545 0.0 0.0 0.0 0.45
H 2.492836 -1.123557 -3.321928 0.0 0.0 0.0 0.49
H 3.118183 2.958289 -2.239647 0.0 0.0 0.0 0.42
H 3.157430 5.399894 -2.024728 0.0 0.0 0.0 0.41
H 1.124508 6.618667 -1.290601 0.0 0.0 0.0 0.40
H -0.935621 5.348085 -0.761616 0.0 0.0 0.0 0.39
H -0.993406 2.940938 -1.011774 0.0 0.0 0.0 0.19
H -0.983142 -4.355675 -0.176676 0.0 0.0 0.0 0.63
H -1.658992 -5.218100 2.027386 0.0 0.0 0.0 0.64
H -0.641121 -4.124925 3.956250 0.0 0.0 0.0 0.57
H -0.036190 -1.701409 3.952102 0.0 0.0 0.0 0.65
H 3.667292 0.115497 0.164929 0.0 0.0 0.0 0.26
H 5.991025 -0.715082 0.374344 0.0 0.0 0.0 0.44
H 6.542811 -2.413223 2.086790 0.0 0.0 0.0 0.38
H 4.779841 -3.255551 3.602251 0.0 0.0 0.0 0.43
H 2.477950 -2.390546 3.419802 0.0 0.0 0.0 0.29
H -0.951448 0.361482 3.584567 0.0 0.0 0.0 0.18
H -1.002996 1.790679 5.554458 0.0 0.0 0.0 0.48
H 1.076445 2.841004 6.397866 0.0 0.0 0.0 0.38
H 3.213776 2.434713 5.213356 0.0 0.0 0.0 0.42
H 3.276748 0.994089 3.239327 0.0 0.0 0.0 0.42
B -1.373888 4.180390 2.296273 0.0 -0.1 0.0 0.61
C -1.409196 2.726066 1.707212 0.0 0.1 0.1 -0.09
N -1.450143 1.656143 1.268125 0.1 -0.1 -0.1 -0.86
H -1.884078 4.119018 3.391538 0.0 0.0 0.0 -0.17
H -2.022658 4.867233 1.535128 0.0 0.0 0.0 -0.20
H -0.212034 4.512730 2.340986 0.0 0.0 0.0 -0.11

---

Q: The highest multiplicity belongs to which entry?
A: C45H38GeI2N4O4W